A structure of composition C26H18FN8O2Ti. Source: the Open Molecules 2025 dataset; level of theory: wB97M-V/def2-TZVPD.

Summary:
Lowest unoccupied orbital energy (spin up / spin down) (eV): -3.79 / -3.76
E_HOMO (spin up / spin down) (eV): -8.68 / -10.78
HOMO-LUMO gap (spin up / spin down) (eV): 4.89 / 7.03
Total charge: +1
2S+1: 3

Cartesian coordinates (Å):
Ti1 1.27972 0.28909 -0.08205
N1 -1.35141 2.32970 -3.00759
C1 -0.63766 1.39548 -2.38461
N2 -0.33665 1.39667 -1.12298
C2 -0.68724 2.55659 -0.36440
N3 -0.09360 2.84336 0.73050
N4 0.92537 1.93542 1.01738
C3 1.71572 2.15874 2.08274
C4 2.73883 1.20241 2.29494
C5 3.65356 1.27621 3.36842
C6 4.62646 0.32771 3.49069
C7 4.70480 -0.71762 2.55038
C8 3.77872 -0.75468 1.54624
N5 2.79922 0.16332 1.40182
C9 -1.66027 3.49379 -0.94945
C10 -2.25391 4.51760 -0.21157
C11 -3.11301 5.40416 -0.82739
C12 -3.38978 5.28401 -2.19110
C13 -2.81313 4.27451 -2.93604
C14 -1.95611 3.38737 -2.29726
H1 -1.52340 2.22844 -3.99346
H2 -0.30543 0.56385 -2.99713
H3 1.57140 3.01846 2.72371
H4 3.57714 2.09598 4.06987
H5 5.33533 0.38575 4.30617
H6 5.47148 -1.47562 2.60838
H7 3.80131 -1.54265 0.80281
H8 -2.01574 4.60210 0.83963
H9 -3.57326 6.19568 -0.25264
H10 -4.06050 5.98419 -2.67021
H11 -3.02798 4.17663 -3.99276
O1 -2.51453 -6.36941 -0.61058
N6 -2.16857 -5.44094 -1.29980
O2 -2.33148 -5.34231 -2.49886
C15 -1.49548 -4.28618 -0.61137
C16 -1.83153 -4.08723 0.66811
C17 -1.30858 -2.94331 1.37772
C18 -1.62870 -2.65752 2.71538
C19 -1.11666 -1.52670 3.29644
C20 -0.31646 -0.67239 2.52731
N7 -0.00952 -0.93141 1.26805
C21 -0.47234 -2.06390 0.70610
C22 -0.04579 -2.35584 -0.65323
N8 0.88482 -1.51556 -1.18099
C23 1.34933 -1.77136 -2.39189
C24 0.91131 -2.87063 -3.14008
C25 -0.03748 -3.71025 -2.62738
C26 -0.55564 -3.45595 -1.33780
H12 -2.51451 -4.76744 1.15805
H13 -2.27215 -3.32709 3.27242
H14 -1.32939 -1.26750 4.32324
H15 0.07508 0.25355 2.93008
H16 2.10127 -1.07959 -2.75322
H17 1.34052 -3.04556 -4.11657
H18 -0.37894 -4.55753 -3.19882
F1 2.48546 0.79538 -1.37535

A structure of composition C5H9NO4Sn. Source: the Open Molecules 2025 dataset; level of theory: wB97M-V/def2-TZVPD.

Summary:
Lowest unoccupied orbital energy (eV): -12.30
E_HOMO (eV): -17.33
HOMO-LUMO gap (eV): 5.03
Total charge: +2

Cartesian coordinates (Å):
C1 -1.25054 -0.33411 -1.93556
C2 -0.39990 -1.56230 -1.53319
O1 -0.40915 -2.53940 -2.17726
O2 0.42070 -1.35795 -0.46775
C3 0.05672 -0.95834 0.81455
C4 1.21133 -0.17888 1.54268
N1 1.74408 0.88287 0.68330
C5 0.84858 1.85889 0.27392
O3 0.65694 2.17305 -0.87271
O4 0.10185 2.37320 1.26816
H1 -0.87279 0.63610 -1.57495
H2 -1.32773 -0.30319 -3.02796
H3 -2.33230 -0.42658 -1.62583
H4 -0.75256 -0.15409 0.80786
H5 -0.26546 -1.84178 1.36950
H6 0.80332 0.23114 2.46969
H7 1.97388 -0.90271 1.83400
H8 2.21499 0.51495 -0.13748
H9 0.51560 2.31239 2.14387
Sn1 -2.93754 -0.42325 0.14515

| no. | E (hartree) |
| --- | --- |
| 1 | -2539.35244 |
| 2 | -765.13495 |